1.
{
  "formula": "C3H3N3O",
  "method": "ωB97M-V with the def2-TZVPD basis set",
  "symbols": ["N", "C", "N", "N", "O", "C", "C", "H", "H", "H"],
  "positions_angstrom": [[1.966, -0.373, 0.865], [1.150, -0.362, -0.051], [-0.726, 0.774, -1.079], [-1.375, 1.021, -2.073], [-1.854, -0.874, 2.614], [-1.496, -0.056, 1.914], [0.193, -0.360, -0.950], [2.871, 0.044, 0.644], [-0.788, 1.326, -0.199], [0.059, -1.140, -1.687]],
  "lowdin_charge": [0.157, -0.193, -0.251, 0.047, 0.051, 0.021, -0.118, 0.082, 0.096, 0.107],
  "lumo_ev": 0.634,
  "gap_ev": 8.83,
  "total_charge": 0,
  "relative_energy_ev": 4.384,
  "homo_ev": -8.2009
}

2.
{
  "formula": "C32H51Cl2NdP",
  "method": "ωB97M-V with the def2-TZVPD basis set",
  "symbols": ["Nd", "P", "Cl", "C", "H", "H", "C", "C", "C", "H", "C", "H", "H", "C", "H", "H", "C", "H", "H", "C", "H", "H", "H", "H", "C", "C", "H", "C", "H", "H", "C", "H", "H", "C", "H", "H", "C", "H", "H", "H", "H", "C", "H", "C", "H", "H", "C", "H", "H", "C", "H", "H", "C", "H", "H", "H", "H", "C", "C", "H", "C", "H", "C", "H", "H", "C", "H", "H", "C", "H", "H", "H", "H", "Cl", "C", "C", "C", "C", "C", "C", "C", "H", "H", "H", "H", "H", "H"],
  "positions_angstrom": [[1.695, -1.447, -0.472], [-0.520, 0.654, 0.264], [2.737, -2.860, 1.412], [3.090, -1.972, -2.041], [3.635, -2.923, -1.947], [3.054, -1.583, -3.059], [-0.475, 0.951, 2.117], [-2.178, -0.130, -0.145], [-0.609, -0.369, 2.900], [0.560, 1.321, 2.253], [-0.366, -0.150, 4.404], [-1.619, -0.784, 2.755], [0.099, -1.130, 2.531], [-1.225, 0.976, 4.992], [-0.564, -1.086, 4.940], [0.695, 0.092, 4.554], [-1.174, 2.265, 4.160], [-2.267, 0.636, 5.066], [-0.891, 1.192, 6.013], [-1.420, 2.026, 2.664], [-1.918, 2.980, 4.534], [-0.186, 2.731, 4.280], [-2.465, 1.718, 2.517], [-1.296, 2.974, 2.124], [-0.450, 2.344, -0.547], [-3.412, 0.361, 0.614], [-2.295, 0.140, -1.212], [-4.681, -0.250, 0.002], [-3.343, 0.056, 1.670], [-3.492, 1.457, 0.593], [-4.639, -1.785, -0.026], [-5.556, 0.089, 0.571], [-4.791, 0.126, -1.025], [-3.335, -2.328, -0.617], [-4.761, -2.173, 0.995], [-5.485, -2.165, -0.611], [-2.087, -1.660, -0.039], [-3.271, -3.415, -0.477], [-3.336, -2.164, -1.705], [-1.939, -1.969, 1.007], [-1.228, -2.035, -0.615], [0.647, 3.224, 0.081], [-0.131, 2.080, -1.574], [0.780, 4.577, -0.633], [0.423, 3.401, 1.144], [1.613, 2.700, 0.056], [-0.558, 5.312, -0.766], [1.496, 5.203, -0.085], [1.197, 4.405, -1.635], [-1.666, 4.431, -1.357], [-0.873, 5.674, 0.222], [-0.425, 6.198, -1.397], [-1.797, 3.073, -0.652], [-2.628, 4.954, -1.304], [-1.451, 4.248, -2.419], [-2.214, 3.236, 0.354], [-2.521, 2.454, -1.199], [3.243, 0.338, -0.663], [3.910, -0.829, -1.112], [2.727, 0.922, -1.440], [5.166, -0.342, -1.954], [4.289, -1.430, -0.256], [6.084, 0.597, -1.163], [5.732, -1.206, -2.323], [4.730, 0.189, -2.814], [5.371, 1.634, -0.292], [6.753, 0.002, -0.531], [6.736, 1.121, -1.870], [4.034, 1.164, 0.318], [6.057, 1.939, 0.501], [5.188, 2.534, -0.895], [4.231, 0.595, 1.242], [3.456, 2.040, 0.630], [-2.508, -3.430, -3.911], [-1.490, -4.376, -2.905], [-1.812, -5.704, -2.686], [-0.975, -6.510, -1.897], [0.203, -5.975, -1.368], [0.549, -4.647, -1.591], [-0.317, -3.778, -2.336], [-0.039, -2.376, -2.456], [-2.720, -6.107, -3.127], [-1.244, -7.546, -1.715], [0.865, -6.605, -0.765], [1.495, -4.254, -1.186], [0.949, -2.115, -2.859], [-0.844, -1.727, -2.802]],
  "lowdin_spin": [3.051, -0.001, -0.007, -0.018, -0.001, 0.001, 0.000, 0.000, 0.000, 0.000, 0.000, 0.000, 0.000, 0.000, 0.000, 0.000, 0.000, 0.000, 0.000, 0.000, 0.000, 0.000, 0.000, 0.000, 0.000, 0.000, 0.000, 0.000, 0.000, 0.000, 0.000, 0.000, 0.000, 0.000, 0.000, 0.000, 0.000, 0.000, 0.000, 0.000, 0.000, 0.000, 0.000, 0.000, 0.000, 0.000, 0.000, 0.000, 0.000, 0.000, 0.000, 0.000, 0.000, 0.000, 0.000, 0.000, 0.000, -0.012, -0.002, 0.001, -0.003, 0.000, 0.000, 0.000, 0.000, -0.001, 0.000, 0.000, -0.001, 0.000, 0.000, 0.000, 0.000, 0.000, -0.001, 0.000, -0.001, 0.000, 0.000, -0.001, -0.005, 0.000, 0.000, 0.000, 0.001, 0.000, 0.000],
  "lumo_ev": 2.367,
  "gap_ev": 5.53,
  "total_charge": -1,
  "multiplicity": 4,
  "relative_energy_ev": 0.000,
  "homo_ev": -3.1672
}

3.
{
  "formula": "C13H47N20O9",
  "method": "ωB97M-V with the def2-TZVPD basis set",
  "symbols": ["N", "C", "C", "C", "C", "N", "H", "H", "H", "H", "H", "H", "H", "H", "H", "H", "H", "C", "O", "N", "N", "H", "H", "H", "H", "C", "O", "N", "N", "H", "H", "H", "H", "C", "O", "N", "N", "H", "H", "H", "H", "C", "O", "N", "N", "H", "H", "H", "H", "C", "O", "N", "N", "H", "H", "H", "H", "C", "O", "N", "N", "H", "H", "H", "H", "C", "O", "N", "N", "H", "H", "H", "H", "C", "O", "N", "N", "H", "H", "H", "H", "C", "O", "N", "N", "H", "H", "H", "H"],
  "positions_angstrom": [[0.871, 1.570, 3.913], [1.497, 0.750, 2.943], [3.001, 0.443, 3.002], [3.052, -0.727, 1.972], [1.995, -1.639, 2.641], [0.944, -0.646, 3.000], [0.609, 2.406, 3.434], [1.487, 1.788, 4.671], [1.294, 1.141, 1.953], [3.227, 0.103, 4.009], [3.682, 1.261, 2.865], [2.683, -0.239, 1.087], [3.986, -1.228, 1.843], [1.707, -2.545, 2.150], [2.460, -1.823, 3.592], [0.520, -0.801, 3.921], [0.142, -0.732, 2.384], [0.329, 2.955, -0.655], [0.503, 2.910, 0.570], [0.550, 1.870, -1.463], [-0.088, 4.077, -1.286], [0.417, 1.875, -2.457], [0.873, 1.034, -1.026], [-0.255, 4.891, -0.730], [-0.233, 4.140, -2.274], [-3.112, -0.193, -2.256], [-3.331, 0.527, -3.226], [-3.539, -1.476, -2.175], [-2.381, 0.228, -1.177], [-3.341, -2.071, -1.399], [-4.040, -1.849, -2.954], [-2.024, 1.163, -1.195], [-2.182, -0.350, -0.388], [0.113, 7.582, -2.808], [-0.346, 6.646, -2.155], [-0.522, 8.781, -2.904], [1.295, 7.484, -3.486], [-0.170, 9.557, -3.428], [-1.394, 8.884, -2.418], [1.785, 6.614, -3.432], [1.689, 8.229, -4.025], [-0.269, -3.111, 5.621], [0.197, -2.108, 6.158], [-0.857, -4.121, 6.318], [-0.225, -3.274, 4.271], [-1.241, -4.938, 5.887], [-0.904, -4.026, 7.313], [0.205, -2.527, 3.789], [-0.592, -4.081, 3.756], [-3.744, 10.406, -0.629], [-3.544, 10.719, -1.795], [-3.887, 11.337, 0.361], [-3.841, 9.101, -0.227], [-4.052, 11.109, 1.320], [-3.822, 12.300, 0.096], [-3.747, 8.395, -0.930], [-4.005, 8.821, 0.719], [-1.908, -6.251, 2.140], [-1.475, -5.254, 2.727], [-2.503, -7.280, 2.800], [-1.822, -6.390, 0.789], [-2.863, -8.097, 2.346], [-2.584, -7.206, 3.794], [-1.392, -5.648, 0.275], [-2.166, -7.186, 0.289], [-1.724, -2.055, -5.157], [-1.524, -2.076, -3.942], [-1.292, -3.045, -5.989], [-2.411, -1.030, -5.742], [-1.458, -3.062, -6.975], [-0.772, -3.792, -5.567], [-2.751, -0.298, -5.135], [-2.599, -0.977, -6.723], [4.149, -4.518, 1.157], [3.697, -4.263, 0.049], [5.386, -4.099, 1.560], [3.446, -5.238, 2.084], [5.774, -4.296, 2.462], [5.928, -3.574, 0.903], [2.539, -5.566, 1.819], [3.792, -5.458, 2.998], [1.899, -3.823, -3.651], [1.326, -3.988, -4.714], [3.258, -3.849, -3.544], [1.215, -3.584, -2.488], [3.754, -3.705, -2.685], [3.778, -4.015, -4.382], [0.214, -3.532, -2.551], [1.663, -3.434, -1.606]],
  "lowdin_charge": [0.120, -0.356, -0.096, -0.106, -0.111, 0.086, 0.086, 0.093, 0.121, 0.121, 0.124, 0.107, 0.107, 0.119, 0.126, 0.145, 0.181, -0.665, -0.021, 0.154, 0.169, 0.106, 0.085, 0.087, 0.094, -0.674, 0.008, 0.154, 0.155, 0.090, 0.105, 0.078, 0.079, -0.655, -0.004, 0.173, 0.155, 0.102, 0.088, 0.099, 0.096, -0.666, 0.006, 0.170, 0.166, 0.093, 0.109, 0.022, 0.051, -0.681, 0.012, 0.150, 0.149, 0.092, 0.103, 0.098, 0.091, -0.639, -0.020, 0.170, 0.170, 0.105, 0.106, 0.103, 0.106, -0.657, -0.015, 0.161, 0.162, 0.094, 0.072, 0.069, 0.092, -0.684, 0.007, 0.159, 0.159, 0.098, 0.106, 0.101, 0.098, -0.670, 0.020, 0.159, 0.158, 0.078, 0.101, 0.080, 0.065],
  "lumo_ev": -2.490,
  "gap_ev": 8.31,
  "total_charge": 1,
  "relative_energy_ev": 0.000,
  "homo_ev": -10.7950
}

4.
{
  "formula": "C3H7NO3",
  "method": "ωB97M-V with the def2-TZVPD basis set",
  "symbols": ["C", "C", "C", "O", "O", "O", "N", "H", "H", "H", "H", "H", "H", "H"],
  "positions_angstrom": [[0.638, -1.730, -0.100], [0.891, 1.060, 0.067], [-0.629, 1.008, -0.038], [1.523, -0.076, -0.326], [-1.307, 2.171, -0.041], [-0.188, -2.381, 0.751], [-1.247, -0.092, -0.184], [-0.699, 2.918, 0.070], [-1.070, -2.443, 0.349], [-2.259, 0.027, -0.109], [0.396, -1.728, -1.155], [1.648, -2.015, 0.167], [1.196, 1.922, -0.566], [1.107, 1.361, 1.116]],
  "lowdin_charge": [-0.078, -0.288, -0.442, -0.176, 0.075, 0.001, 0.142, 0.112, 0.102, 0.084, 0.107, 0.106, 0.126, 0.129],
  "lumo_ev": 0.654,
  "gap_ev": 9.92,
  "total_charge": 0,
  "relative_energy_ev": 4.267,
  "homo_ev": -9.2672
}

5.
{
  "formula": "C20H28NO2SeYb",
  "method": "ωB97M-V with the def2-TZVPD basis set",
  "symbols": ["O", "C", "C", "H", "H", "C", "H", "H", "C", "H", "H", "H", "C", "H", "H", "H", "Yb", "C", "C", "C", "H", "C", "C", "H", "H", "H", "H", "C", "C", "C", "H", "C", "C", "H", "H", "H", "H", "O", "C", "C", "H", "H", "C", "H", "H", "C", "H", "H", "H", "H", "Se", "C", "N"],
  "positions_angstrom": [[0.110, -0.298, 0.091], [-0.150, 1.125, -0.197], [-0.326, 0.801, -1.680], [0.763, 1.668, 0.048], [-1.037, 1.513, 0.322], [0.080, -0.645, -1.357], [0.450, 1.272, -2.278], [-1.334, 0.980, -2.068], [1.502, -0.930, -1.794], [2.152, -0.090, -1.519], [1.554, -1.036, -2.883], [1.882, -1.861, -1.368], [-0.971, -1.700, -1.601], [-1.941, -1.314, -1.272], [-0.744, -2.605, -1.023], [-1.030, -1.957, -2.666], [-0.482, -1.002, 2.202], [-2.849, -2.118, 2.514], [-2.836, -0.957, 3.342], [-2.850, 0.188, 2.498], [-2.882, -0.975, 4.431], [-2.892, -0.267, 1.153], [-2.894, -1.690, 1.157], [-3.006, -2.347, 0.292], [-2.910, -3.155, 2.856], [-2.921, 1.221, 2.831], [-3.042, 0.362, 0.281], [0.853, -3.136, 3.376], [0.282, -3.621, 2.074], [0.901, -2.997, 1.024], [-0.487, -4.387, 2.041], [1.873, -2.050, 1.538], [1.857, -2.094, 2.908], [2.484, -1.546, 3.614], [1.298, -3.923, 4.009], [0.756, -3.224, -0.031], [2.539, -1.454, 0.911], [1.299, 2.906, -2.076], [1.173, 2.853, -3.541], [1.619, 4.191, -4.138], [0.105, 2.680, -3.811], [1.774, 1.994, -3.905], [1.672, 5.150, -2.921], [0.898, 4.519, -4.891], [2.598, 4.054, -4.606], [1.534, 4.259, -1.666], [0.832, 5.853, -2.956], [2.612, 5.711, -2.895], [0.682, 4.574, -1.043], [2.460, 4.288, -1.072], [-1.893, -3.432, 6.412], [-0.886, -2.906, 5.131], [-0.235, -2.447, 4.203]],
  "lowdin_spin": [0.014, 0.004, 0.001, 0.000, 0.000, 0.001, 0.000, 0.000, 0.001, 0.000, 0.000, 0.001, 0.001, 0.000, 0.001, 0.000, 0.058, 0.002, -0.001, 0.001, 0.000, 0.001, 0.004, 0.000, 0.001, 0.000, 0.000, 0.084, 0.205, 0.143, 0.010, 0.144, 0.184, 0.012, 0.027, 0.006, 0.005, 0.000, 0.000, 0.000, 0.000, 0.000, 0.000, 0.000, 0.000, 0.000, 0.000, 0.000, 0.000, 0.000, 0.015, 0.022, 0.052],
  "lumo_ev": [0.188, 0.116],
  "gap_ev": [5.14, 6.69],
  "total_charge": 0,
  "multiplicity": 2,
  "homo_ev": [-4.9562, -6.5697]
}

6.
{
  "formula": "C4H5ClOS",
  "method": "ωB97M-V with the def2-TZVPD basis set",
  "symbols": ["C", "C", "C", "C", "O", "S", "Cl", "H", "H", "H", "H", "H"],
  "positions_angstrom": [[0.885, 0.078, 0.888], [0.706, 0.791, -1.892], [-0.214, -0.227, 0.095], [-1.490, -0.686, 0.933], [0.856, 0.288, 2.070], [-0.192, -0.540, -1.548], [2.537, 0.029, 0.087], [0.384, 1.768, -1.568], [1.605, 0.758, -2.539], [-2.376, -0.791, 0.188], [-1.618, 0.138, 1.743], [-1.084, -1.608, 1.545]],
  "lowdin_charge": [-0.843, -0.407, -0.642, -0.091, 0.036, 0.973, 0.603, 0.036, 0.036, 0.087, 0.097, 0.114],
  "lumo_ev": [-1.498, -0.959],
  "gap_ev": [7.14, 7.69],
  "total_charge": 0,
  "relative_energy_ev": 2.686,
  "homo_ev": [-8.6381, -8.6443]
}

Result set for molecular weight: 97.1 681.9 627.6 105.1 566.4 136.6 g mol⁻¹, one per record in the order listed.